An isolated molecule of C18H20ClNO3S at a distorted geometry. Source: the OMol25 dataset; level of theory: the ωB97M-V functional and the def2-TZVPD basis.

Results
- orbital gap (eV) = 9.0
- HOMO energy (eV) = -8.47
- E_tot (eV) = -49980.214
- ΔE to the lowest compared entry with this formula, charge and spin (kcal per mole) = 38.30

CARTESIAN COORDINATES (ANGSTROEM)
O -0.12410 -0.19577 2.47798
C -0.21004 0.25103 1.34007
N 0.48666 1.34115 0.94340
C 0.32709 1.97861 -0.34895
H 0.94933 1.47088 -1.09788
C 0.65863 3.47034 -0.35751
H 0.35921 3.84218 -1.33989
H 1.73425 3.63013 -0.27288
C -0.06423 4.26647 0.73170
C 0.72153 4.33462 2.03967
C 0.82746 2.99358 2.75825
H 1.44589 3.11855 3.64895
C 1.43456 1.88443 1.89621
H 1.72416 1.05687 2.54946
H 2.31710 2.24105 1.36258
H -0.15993 2.66308 3.08512
H 1.72573 4.71242 1.82975
H 0.23643 5.04980 2.70789
H -0.22088 5.28732 0.37584
H -1.04677 3.82751 0.91641
H -0.71593 1.87045 -0.65490
C -1.05255 -0.46980 0.36836
C -1.93899 -1.48006 0.65211
C -2.37203 -1.99373 -0.58471
C -1.72208 -1.26645 -1.54790
O -0.93115 -0.34206 -0.97357
C -1.63676 -1.42538 -3.00531
H -1.73969 -0.48181 -3.53836
H -2.34713 -2.16049 -3.37041
S 0.09892 -2.02910 -3.51103
O 0.97093 -0.86500 -3.40354
C 0.35784 -2.98115 -1.97725
C -0.29909 -4.18558 -1.80423
C -0.14214 -4.85310 -0.60043
C 0.65581 -4.33041 0.40732
C 1.32242 -3.13489 0.20148
C 1.18221 -2.45992 -0.99888
H 1.68567 -1.52368 -1.18837
H 1.93956 -2.72439 0.98508
H 0.75095 -4.85601 1.34395
Cl -0.96851 -6.34835 -0.34933
H -0.92831 -4.58997 -2.58132
H -3.06794 -2.79092 -0.74638
H -2.22410 -1.80245 1.63144

Atom charges from the natural (NBO) analysis, given in e for atoms 1 to 2: O -0.63; C 0.62